Entry 1:
A single CH5N3 molecule in a non-equilibrium geometry, computed with ωB97M-V with the def2-TZVPD basis set.

```
9
Properties=species:S:1:pos:R:3
H -2.316 1.540 1.744
N -1.372 1.745 1.416
N -1.104 0.646 0.508
N 0.185 0.420 0.338
C 0.414 -0.671 -0.561
H 0.968 0.965 0.741
H 0.181 -1.700 0.034
H -0.473 -0.645 -1.232
H 1.393 -0.599 -0.932
```

Its HOMO energy (alpha / beta) is -8.660 / -8.662 eV. Its energy above the lowest of the compared OMol25 structures with the same formula, charge and spin is 90.7 kcal per mole. The spin multiplicity is 1. Its SMILES is [H]/N=N/NC. The HOMO-LUMO gap (alpha / beta) comes out at 9.317 / 9.319 eV. The maximum force is 0.1426 hartree/bohr. The LUMO energy (alpha / beta) comes out at 0.024 / 0.024 Ha.

***

Entry 2:
C32H30IInNO12P2 as an isolated structure in a non-equilibrium geometry, computed with ωB97M-V with the def2-TZVPD basis set.

```
79
Properties=species:S:1:pos:R:3
C 3.878 3.115 0.275
C 4.028 1.804 -0.501
C 2.671 1.340 -1.074
I 2.888 0.437 -3.011
In 1.681 0.044 0.420
O 1.557 1.183 2.170
P 2.997 -2.040 1.101
P 4.469 -2.640 -0.347
O 5.644 -1.763 -0.354
O 3.814 -2.878 -1.796
O 4.922 -4.127 0.088
C -0.400 -0.522 -0.085
C -1.394 0.404 -0.261
C -2.700 0.084 -0.536
N -3.088 -1.184 -0.645
C -2.128 -2.083 -0.498
C -0.817 -1.836 -0.225
H 3.043 3.030 0.972
H 3.762 3.974 -0.379
H 4.764 3.254 0.894
H 4.391 1.057 0.203
H 4.780 1.939 -1.277
H 2.063 2.232 -1.204
H 1.288 0.544 2.839
H 2.060 -3.103 1.082
H 2.917 -2.520 -1.743
H 5.883 -4.106 0.155
H -1.143 1.455 -0.174
H -3.408 0.889 -0.652
H -2.426 -3.128 -0.607
H -0.113 -2.646 -0.112
C -2.359 1.210 -5.085
C -2.438 1.616 -3.822
C -3.462 2.596 -3.388
O -3.538 2.964 -2.235
C -4.397 3.110 -4.422
C -4.319 2.703 -5.686
C -3.295 1.716 -6.118
O -3.233 1.343 -7.271
H -1.617 0.491 -5.410
H -1.764 1.245 -3.058
H -5.138 3.824 -4.087
H -4.992 3.063 -6.454
C 5.296 -0.018 5.091
C 4.027 -0.367 4.895
C 2.932 0.223 5.701
O 1.775 -0.095 5.524
C 3.303 1.219 6.738
C 4.571 1.566 6.936
C 5.669 0.975 6.127
O 6.824 1.297 6.311
H 6.108 -0.436 4.510
H 3.732 -1.088 4.141
H 2.488 1.638 7.315
H 4.864 2.289 7.686
C -1.559 1.145 3.597
C -1.333 1.065 4.907
C -2.370 1.461 5.890
O -2.173 1.394 7.086
C -3.670 1.948 5.359
C -3.895 2.029 4.051
C -2.856 1.631 3.067
O -3.057 1.703 1.875
H -0.814 0.868 2.860
H -0.391 0.714 5.314
H -4.412 2.232 6.094
H -4.834 2.382 3.644
C -2.686 -3.406 -6.585
C -3.602 -4.325 -6.293
C -3.950 -4.648 -4.886
O -4.785 -5.488 -4.625
C -3.240 -3.904 -3.816
C -2.323 -2.985 -4.106
C -1.975 -2.665 -5.514
O -1.143 -1.824 -5.776
H -2.417 -3.155 -7.603
H -4.133 -4.878 -7.058
H -3.510 -4.151 -2.797
H -1.794 -2.431 -3.339
```

Its HOMO energy is -5.819 eV. The spin multiplicity is 1. The net charge is -1. The HOMO-LUMO gap comes out at 6.013 eV. The maximum force is 0.0336 hartree/bohr. The LUMO energy comes out at 0.007 Ha.